{"formula": "C5H14P2", "method": "ωB97M-V with the def2-TZVPD basis set", "species": ["P", "P", "C", "C", "C", "C", "C", "H", "H", "H", "H", "H", "H", "H", "H", "H", "H", "H", "H", "H", "H"], "xyz": [[-0.9343, -0.2804, 0.4391], [1.3223, -1.9096, -0.7229], [-2.0013, -1.4690, 0.9764], [1.7492, 1.1564, 1.3745], [-1.8418, 1.0945, -0.2996], [1.5838, 0.8743, -0.2453], [0.6073, -0.2340, -0.4968], [2.0765, -1.5521, -1.9620], [2.0915, 2.1402, 1.5272], [-1.6692, -2.3393, 1.4600], [-2.6183, 1.5162, 0.3086], [-2.1167, 0.7447, -1.2862], [2.4838, 0.5123, -0.5797], [-1.1967, 2.0384, -0.5574], [2.3354, 0.3974, 1.9427], [-3.1149, -1.4187, 0.8329], [-1.1427, -1.2480, -2.0396], [1.2588, 1.8913, -0.5118], [0.6451, 1.1595, 1.6573], [2.4259, -1.6501, 0.0443], [-1.9435, -1.4239, -1.8615]], "forces_ev_per_a": [[0.37, -0.09, -1.52], [-0.21, 0.62, -1.48], [-0.39, 1.64, -1.03], [-2.06, -1.71, -1.42], [1.52, 2.35, -0.34], [-2.13, 1.11, 3.82], [-1.89, -1.40, 1.49], [-0.66, -0.37, 0.98], [0.85, 1.13, 0.29], [0.64, -0.98, 0.43], [-0.81, -0.27, 0.12], [-0.63, -0.11, -0.05], [2.30, 0.03, -1.34], [-0.58, -1.96, 0.71], [-0.58, 0.52, -0.50], [1.34, 0.41, 0.10], [-2.44, -0.52, 0.34], [0.29, -0.50, -0.94], [1.60, -0.06, 0.38], [1.13, -0.20, 0.68], [2.33, 0.35, -0.72]], "e_homo_ev": [-7.52, -7.52], "gap_ev": [7.37, 7.37], "de_lowest_ev": 5.099, "total_charge": 0}